Molecular formula: C36H78BrN2O13S
Method: DFT, ωB97M-V/def2-TZVPD

Last column: Löwdin charge in e.
Geometry (Å):
C  4.40326  5.43340  -6.45417  -0.0974
C  4.30103  4.60476  -7.74420  -0.2360
C  5.02245  3.24015  -7.66452  -0.2018
C  4.09458  2.02496  -7.53799  -0.1899
C  3.63864  1.75629  -6.08436  -0.1787
C  2.12712  1.66370  -5.91120  -0.1931
C  1.40968  2.94914  -6.30756  -0.1802
C  -0.06593  2.96710  -5.96263  -0.2708
N  -0.78628  1.71699  -6.42329  0.1462
C  -1.67854  1.91649  -7.61928  -0.0378
C  -1.09178  2.92534  -8.57615  -0.3137
N  0.12753  2.31455  -9.17365  0.0847
C  0.53955  2.90685  -10.16028  -0.7774
S  1.01036  3.61744  -11.44847  0.8656
O  -0.77197  4.15665  -7.97221  -0.0931
C  -0.81524  4.15544  -6.57204  -0.6892
Br  -0.05716  5.82153  -5.96166  0.8770
H  4.33519  6.49262  -6.69212  0.0710
H  3.61030  5.17893  -5.75416  0.0464
H  5.36890  5.28476  -5.97908  0.0734
H  4.79120  5.17665  -8.52907  0.1019
H  3.26378  4.46840  -8.04359  0.0845
H  5.62191  3.11680  -8.56502  0.1059
H  5.72632  3.23878  -6.83393  0.1063
H  3.22386  2.14766  -8.18356  0.0918
H  4.63692  1.16078  -7.91601  0.1088
H  4.04182  2.51115  -5.41059  0.1139
H  4.07035  0.80607  -5.77438  0.1136
H  1.84845  1.34652  -4.90401  0.1236
H  1.78748  0.85613  -6.57859  0.1104
H  1.85501  3.76315  -5.73918  0.0911
H  1.58157  3.19563  -7.34743  0.0892
H  -0.19354  3.06044  -4.88833  0.1324
H  -1.37782  1.40583  -5.65046  0.1903
H  -0.14109  0.94678  -6.61377  0.1612
H  -2.67956  2.18192  -7.29467  0.1220
H  -1.76435  0.96437  -8.13330  0.1491
H  -1.82412  3.09351  -9.36461  0.1686
H  -1.84235  4.17970  -6.20634  0.0842
C  -3.58343  2.34285  0.55744  -0.1034
O  -4.39152  2.65786  -0.56211  -0.2033
C  -5.20756  3.80634  -0.40372  -0.1908
C  -5.06200  4.78999  -1.54469  -0.1730
O  -3.78618  5.39506  -1.68229  -0.1033
C  -2.68151  4.62001  -2.08175  -0.1778
C  -2.72768  4.08188  -3.49676  -0.2026
O  -3.73336  3.10407  -3.69867  -0.1860
C  -4.52943  3.28404  -4.84810  -0.1008
H  -4.10834  1.65954  1.23139  0.0853
H  -2.68440  1.84402  0.19216  0.0850
H  -3.27482  3.23600  1.10638  0.0913
H  -4.99599  4.31160  0.54293  0.1262
H  -6.25472  3.48087  -0.38188  0.1300
H  -5.73917  5.61975  -1.33094  0.1335
H  -5.39894  4.35418  -2.48775  0.1109
H  -2.47221  3.81789  -1.37055  0.1151
H  -1.82896  5.30364  -2.03989  0.1354
H  -1.75523  3.60700  -3.69950  0.1004
H  -2.85079  4.91638  -4.19765  0.1160
H  -4.67801  4.34189  -5.08124  0.0994
H  -5.50253  2.83465  -4.65591  0.0978
H  -4.08518  2.77786  -5.71932  0.0596
C  -6.03428  -4.77633  3.70227  -0.1067
O  -6.01314  -3.49576  3.10591  -0.1931
C  -4.97607  -2.64045  3.54274  -0.1943
C  -4.18257  -2.02034  2.40826  -0.1815
O  -3.44302  -2.91148  1.58880  -0.1214
C  -4.15755  -3.82435  0.76881  -0.1788
C  -5.01387  -3.21279  -0.32423  -0.1941
O  -6.10511  -2.47713  0.19940  -0.1955
C  -6.31300  -1.20304  -0.36882  -0.1098
H  -6.65191  -4.77590  4.60541  0.0884
H  -6.47055  -5.47236  2.98507  0.0876
H  -5.02848  -5.12676  3.95154  0.0878
H  -4.29277  -3.16703  4.21756  0.1160
H  -5.43599  -1.81714  4.10452  0.1302
H  -3.43543  -1.36731  2.87073  0.1165
H  -4.80586  -1.37036  1.79293  0.1045
H  -4.74695  -4.51807  1.36896  0.1106
H  -3.38540  -4.41980  0.27442  0.1283
H  -5.41184  -4.03185  -0.93692  0.1273
H  -4.39113  -2.58111  -0.96827  0.1188
H  -5.37143  -0.74122  -0.68316  0.0803
H  -6.76462  -0.56976  0.39594  0.0888
H  -6.99987  -1.26416  -1.21940  0.0868
C  0.02455  1.44323  7.91936  -0.1118
O  0.61203  0.99391  6.71650  -0.1942
C  1.83963  0.30441  6.86243  -0.1926
C  1.86428  -1.03147  6.14820  -0.1807
O  0.97049  -2.01783  6.63468  -0.1245
C  -0.42505  -1.84234  6.47645  -0.1773
C  -0.94593  -1.85849  5.05458  -0.1930
O  -0.50851  -0.74010  4.30153  -0.1949
C  -0.01184  -1.04437  3.01617  -0.1102
H  0.36317  2.45452  8.16562  0.0869
H  -1.05652  1.46506  7.77655  0.0860
H  0.24546  0.77438  8.75587  0.0881
H  2.08153  0.15408  7.91929  0.1240
H  2.63129  0.92453  6.42323  0.1278
H  2.85936  -1.45163  6.31918  0.1202
H  1.76658  -0.90630  5.06796  0.1123
H  -0.77750  -0.95720  7.00973  0.1119
H  -0.87120  -2.70362  6.98089  0.1310
H  -2.04278  -1.82570  5.09825  0.1168
H  -0.65489  -2.79442  4.56643  0.1258
H  0.47939  -2.02102  2.99038  0.0894
H  0.72448  -0.28244  2.75476  0.0854
H  -0.82108  -1.01595  2.27815  0.0779
C  8.58288  -4.44978  5.85089  -0.1127
O  7.18246  -4.36707  5.69483  -0.1931
C  6.62852  -5.22160  4.71321  -0.1999
C  5.47237  -6.05326  5.23024  -0.1861
O  5.78767  -7.00157  6.23041  -0.1151
C  6.15400  -6.56105  7.52541  -0.1821
C  5.06820  -5.87486  8.32588  -0.1979
O  4.69379  -4.62575  7.77665  -0.1933
C  3.30284  -4.40483  7.66187  -0.1040
H  9.09212  -3.73696  5.19406  0.0857
H  8.81989  -4.19796  6.88497  0.0868
H  8.95664  -5.45777  5.65018  0.0878
H  7.39233  -5.88445  4.29357  0.1215
H  6.24314  -4.59555  3.89745  0.1245
H  5.12268  -6.65121  4.38377  0.1279
H  4.63373  -5.42118  5.52990  0.1108
H  7.06095  -5.95333  7.49880  0.1107
H  6.40816  -7.47622  8.06615  0.1294
H  5.45744  -5.70239  9.33767  0.1274
H  4.20192  -6.54003  8.40773  0.1226
H  2.75921  -5.33109  7.45358  0.0901
H  3.14015  -3.72011  6.83044  0.0675
H  2.90726  -3.94343  8.57196  0.0918

Summary:
- strongest force on any atom (hartree/bohr) = 0.0195
- net charge = +1
- E_LUMO (eV) = -3.07
- calculated total energy (eV) = -149057.318